Formula: C12H10BF8N3OS
Source: OMol25
Level of theory: ωB97M-V/def2-TZVPD

```
36
Properties=species:S:1:pos:R:3
C 2.497 -1.900 1.116
C 2.601 -2.484 -0.290
C 1.435 -2.130 -1.228
F 1.933 -2.211 -2.526
C 0.901 -0.743 -1.002
C -0.348 -0.492 -0.510
B -1.321 -1.734 -0.199
N -1.126 -2.439 1.021
O -2.257 -2.157 -1.114
C -0.796 0.858 -0.284
C -2.183 1.064 0.253
F -3.062 0.612 -0.692
F -2.407 0.350 1.374
C -2.647 2.508 0.571
F -3.926 2.393 0.984
F -2.671 3.268 -0.526
C -1.861 3.229 1.731
F -1.369 4.385 1.308
F -2.682 3.476 2.744
F -0.863 2.480 2.193
C 0.001 1.914 -0.582
C 1.290 1.697 -1.119
N 2.170 2.633 -1.477
S 3.464 1.842 -1.997
N 2.986 0.325 -1.806
C 1.742 0.377 -1.313
H 3.208 -2.366 1.792
H 2.764 -0.847 1.089
H 1.502 -2.031 1.522
H 3.502 -2.114 -0.769
H 2.673 -3.568 -0.242
H 0.651 -2.881 -1.176
H -0.860 -1.807 1.764
H -1.895 -3.039 1.289
H -2.756 -1.411 -1.460
H -0.292 2.940 -0.436
```

Properties
gap between HOMO and LUMO: 0.3150 hartree
electronic energy: -1924.8821 Ha
HOMO level: -9.5295 eV
LUMO: -0.959 eV

---

Formula: C11H9As2CuF28O5
Source: OMol25
Level of theory: ωB97M-V/def2-TZVPD

```
56
Properties=species:S:1:pos:R:3
Cu -1.358 0.760 0.688
As -4.847 -0.261 3.103
F -5.495 -1.244 4.437
F -6.504 -0.082 2.465
F -4.102 0.645 1.723
F -3.128 -0.491 3.740
F -4.615 -1.861 2.218
F -5.062 1.187 4.143
As -3.415 -1.920 -1.492
F -4.846 -0.958 -0.998
F -3.061 -0.825 -2.857
F -1.937 -2.882 -1.796
F -3.726 -3.034 -0.100
F -4.369 -2.927 -2.574
F -2.485 -0.803 -0.373
O 1.492 0.917 2.806
C 0.503 0.195 3.341
O -0.540 -0.122 2.723
O 0.615 -0.374 4.458
H 2.148 0.740 3.484
C 2.805 -2.207 0.421
C 4.005 -3.132 0.642
C 3.698 -4.659 0.585
F 4.631 -5.528 1.023
F 2.562 -4.902 1.236
F 4.829 -2.785 -0.338
F 4.505 -2.733 1.873
O 2.232 -2.462 -0.851
C 2.311 -1.487 -1.872
C 0.963 -0.754 -1.993
F 0.287 -0.198 -0.917
F 1.123 0.230 -2.873
F 3.309 -0.620 -1.628
F 2.722 -2.180 -2.978
H 3.103 -1.158 0.421
H 2.059 -2.258 1.213
H 3.533 -4.969 -0.447
H 0.276 -1.476 -2.435
C 1.517 3.482 -1.522
C 2.052 3.248 -0.109
C 1.072 3.686 1.001
F 0.737 4.949 0.810
F -0.115 3.004 0.992
F 2.234 1.921 0.113
F 3.244 3.912 0.054
O 0.357 2.653 -1.594
C -0.692 3.151 -2.404
C -1.789 2.134 -2.567
F -2.177 1.608 -1.394
F -2.854 2.631 -3.161
F -1.192 4.200 -1.828
F -0.220 3.502 -3.618
H 2.297 3.081 -2.169
H 1.336 4.546 -1.668
H 1.441 3.622 2.025
H -1.467 1.293 -3.181
```

Properties
gap between HOMO and LUMO: 0.2464 hartree
energy relative to the best compared isomer or geometry (same formula, charge and spin): 70.23 kcal per mole
electronic energy: -9709.3712 Ha
net charge: -2
HOMO level: -3.0071 eV
LUMO: 3.699 eV

---

Formula: C13H29N2O3PdSi
Source: OMol25
Level of theory: ωB97M-V/def2-TZVPD

```
49
Properties=species:S:1:pos:R:3
Pd -0.369 0.325 -0.338
C 3.558 -0.238 -2.112
C 2.132 0.057 -1.650
C 1.301 0.750 -2.737
O 2.177 0.905 -0.501
C 1.468 -1.295 -1.205
O 2.145 -2.012 -0.413
O 0.351 -1.603 -1.664
H 4.115 0.682 -2.275
H 3.537 -0.815 -3.035
H 4.061 -0.836 -1.354
H 1.735 1.728 -2.965
H 0.259 0.887 -2.365
H 1.269 0.141 -3.639
H 1.188 0.986 -0.283
C -0.392 -3.284 2.263
C -0.283 -2.189 1.177
N 0.172 -0.960 1.790
C -0.737 -0.537 2.821
C -0.713 -1.578 3.971
N 0.148 -2.708 3.529
C 1.551 -2.242 3.326
C 1.517 -1.104 2.272
H 0.202 -4.162 2.000
H -1.422 -3.598 2.451
H -1.233 -1.988 0.663
H 0.462 -2.469 0.420
H -1.725 -0.440 2.361
H -0.442 0.452 3.177
H -1.710 -1.967 4.189
H -0.285 -1.169 4.889
H 0.147 -3.433 4.251
H 2.141 -3.090 2.971
H 1.948 -1.910 4.290
H 2.138 -1.347 1.394
H 1.851 -0.154 2.693
C -1.903 2.885 1.796
Si -2.084 1.844 0.131
C -2.310 3.293 -1.172
C -3.969 1.372 0.464
H -2.583 3.736 1.823
H -0.893 3.272 1.921
H -2.127 2.268 2.669
H -3.099 4.001 -0.916
H -2.541 2.889 -2.156
H -1.383 3.856 -1.271
H -4.587 2.267 0.518
H -4.081 0.847 1.414
H -4.385 0.734 -0.313
```

Properties
gap between HOMO and LUMO: 0.1228 hartree
energy relative to the best compared isomer or geometry (same formula, charge and spin): 0.00 kcal per mole
electronic energy: -1265.2811 Ha
net charge: -1
HOMO level: -1.8346 eV
LUMO: 1.507 eV

---

Formula: C6H8O2
Source: OMol25
Level of theory: ωB97M-V/def2-TZVPD

```
16
Properties=species:S:1:pos:R:3
C -1.266 -1.903 -0.014
C -1.954 -0.754 0.024
C -2.973 -0.004 0.254
O -3.554 0.957 0.514
H -0.369 -1.905 -0.821
H -1.619 -2.831 0.409
C 0.061 1.168 -0.981
C 0.167 0.710 0.473
C 1.339 -0.262 0.765
O -0.598 0.972 1.358
H 0.870 1.796 -1.305
H -0.881 1.761 -1.074
H -0.059 0.273 -1.599
H 0.981 -1.092 1.347
H 2.070 0.384 1.424
H 1.764 -0.694 -0.086
```

Properties
gap between HOMO and LUMO: 0.3000 hartree
energy relative to the best compared isomer or geometry (same formula, charge and spin): 88.98 kcal per mole
electronic energy: -383.7683 Ha
HOMO level: -8.8049 eV
LUMO: -0.642 eV
SMILES: C=C=C=O.CC(C)=O

---

Formula: C33H33N4O2
Source: OMol25
Level of theory: ωB97M-V/def2-TZVPD

```
72
Properties=species:S:1:pos:R:3
C 3.089 -6.474 3.919
O 3.423 -5.049 3.973
C 2.951 -4.244 2.995
C 3.134 -2.822 3.133
C 2.481 -1.941 2.305
C 1.762 -2.423 1.187
C 1.704 -3.846 0.960
C 1.281 -4.325 -0.310
C 0.857 -3.384 -1.226
C 0.749 -2.025 -0.928
N 1.311 -1.493 0.222
C 1.790 -0.127 0.366
C 0.816 0.822 -0.205
C -0.498 0.699 0.015
N -1.377 1.723 -0.239
C -2.845 1.521 -0.247
C -3.440 0.686 -1.388
C -4.948 0.481 -1.262
C -5.800 0.754 -2.367
C -7.192 0.604 -2.200
C -7.724 0.170 -1.006
C -6.887 -0.079 0.099
C -5.487 0.045 -0.069
C -3.396 2.945 -0.330
O -4.562 3.335 -0.366
N -2.316 3.784 -0.315
C -2.438 5.197 -0.627
C -1.023 3.131 -0.515
C -0.550 3.342 -1.971
C 0.007 3.779 0.427
C 3.301 0.181 -0.026
C 4.295 -0.803 0.022
C 5.626 -0.524 -0.284
C 6.015 0.710 -0.751
C 7.393 0.939 -1.102
N 8.520 1.125 -1.357
C 5.024 1.696 -0.885
C 3.687 1.425 -0.529
C 2.261 -4.765 1.893
H 3.482 -6.826 4.873
H 1.993 -6.590 3.826
H 3.598 -6.918 3.043
H 3.760 -2.460 3.960
H 2.561 -0.858 2.506
H 1.367 -5.389 -0.522
H 0.609 -3.712 -2.232
H 0.283 -1.316 -1.610
H 1.596 -0.031 1.490
H 1.116 1.526 -0.965
H -0.983 -0.261 0.306
H -3.141 1.086 0.722
H -3.198 1.149 -2.360
H -2.946 -0.298 -1.369
H -5.363 1.081 -3.299
H -7.839 0.838 -3.057
H -8.807 0.040 -0.890
H -7.277 -0.360 1.056
H -4.819 -0.181 0.770
H -3.486 5.489 -0.571
H -1.860 5.808 0.073
H -2.070 5.422 -1.635
H -1.386 3.222 -2.676
H -0.160 4.364 -2.075
H 0.253 2.658 -2.259
H -0.437 3.980 1.407
H 0.896 3.153 0.556
H 0.341 4.733 -0.002
H 4.033 -1.814 0.285
H 6.349 -1.330 -0.146
H 5.364 2.663 -1.262
H 2.940 2.221 -0.674
H 2.235 -5.860 1.722
```

Properties
gap between HOMO and LUMO: 0.2228 hartree
energy relative to the best compared isomer or geometry (same formula, charge and spin): 0.00 kcal per mole
electronic energy: -1646.5165 Ha
net charge: +1
HOMO level: -10.6747 eV
LUMO: -4.613 eV
SMILES: COc1ccc2c(ccc[n+]2[C@H](/C=C/N2[C@H](Cc3ccccc3)C(=O)N(C)C2(C)C)c2ccc(C#N)cc2)c1

---

Formula: C2H2FZn
Source: OMol25
Level of theory: ωB97M-V/def2-TZVPD

```
6
Properties=species:S:1:pos:R:3
F 0.085 1.709 -0.153
H -0.778 0.513 -0.963
C -0.500 -0.459 -0.096
C 0.242 0.310 0.664
H 1.299 0.274 0.925
Zn -0.347 -2.346 -0.378
```

Properties
gap between HOMO and LUMO: 0.2737 hartree
energy relative to the best compared isomer or geometry (same formula, charge and spin): 65.73 kcal per mole
electronic energy: -1956.1030 Ha
net charge: +1
HOMO level: -15.6280 eV
LUMO: -8.180 eV

---

Formula: C14H56N28O14
Source: OMol25
Level of theory: ωB97M-V/def2-TZVPD

```
112
Properties=species:S:1:pos:R:3
C 1.549 3.280 2.376
O 2.488 2.557 2.287
N 1.353 4.336 1.639
N 0.546 3.163 3.292
H 1.889 4.485 0.796
H 0.468 4.816 1.721
H 0.545 2.478 4.033
H -0.186 3.857 3.345
C -3.855 3.432 -0.035
O -3.967 2.487 0.790
N -4.314 3.310 -1.246
N -3.589 4.704 0.214
H -4.135 4.114 -1.831
H -4.651 2.416 -1.574
H -3.167 5.067 1.057
H -3.586 5.373 -0.543
C 4.132 -1.554 -1.620
O 3.214 -0.904 -1.246
N 5.360 -1.158 -1.488
N 4.136 -2.495 -2.534
H 5.622 -0.476 -0.790
H 6.142 -1.642 -1.906
H 4.958 -3.063 -2.389
H 3.304 -2.804 -3.016
C -2.238 -4.853 -1.465
O -2.643 -5.669 -0.685
N -1.895 -3.596 -1.214
N -2.236 -5.078 -2.713
H -1.962 -3.255 -0.266
H -1.503 -3.002 -1.931
H -2.772 -5.814 -3.150
H -1.716 -4.399 -3.251
C -3.950 -0.345 2.747
O -3.912 -1.325 3.472
N -4.603 0.765 3.083
N -3.447 -0.304 1.631
H -4.692 1.528 2.427
H -5.284 0.665 3.821
H -2.528 -0.701 1.491
H -4.051 -0.035 0.868
C 3.324 -3.348 1.526
O 3.817 -2.555 2.305
N 2.107 -3.292 1.019
N 3.939 -4.422 1.144
H 1.279 -2.752 1.225
H 2.049 -4.047 0.351
H 3.407 -5.075 0.586
H 4.944 -4.381 1.237
C -5.206 -2.144 -0.394
O -6.283 -2.027 -0.952
N -5.080 -2.850 0.702
N -4.092 -1.731 -0.875
H -4.254 -3.203 1.164
H -5.959 -3.077 1.146
H -4.031 -1.287 -1.780
H -3.264 -1.985 -0.354
C 2.379 -0.064 4.348
O 1.993 0.889 5.080
N 2.919 -0.038 3.187
N 2.156 -1.296 4.729
H 3.333 -0.836 2.726
H 2.923 0.879 2.765
H 2.298 -2.085 4.116
H 1.835 -1.410 5.680
C 1.632 -4.540 -2.695
O 2.446 -5.180 -2.026
N 0.943 -4.993 -3.711
N 1.338 -3.270 -2.541
H 0.259 -4.360 -4.101
H 1.341 -5.800 -4.169
H 1.825 -2.583 -1.982
H 0.701 -2.942 -3.253
C 2.357 2.867 -2.094
O 1.905 2.917 -0.974
N 2.622 1.709 -2.689
N 2.615 3.875 -2.901
H 3.118 1.711 -3.569
H 2.769 0.952 -2.037
H 3.065 3.770 -3.799
H 2.773 4.795 -2.516
C -0.310 0.525 -0.265
O -0.969 -0.279 -0.962
N -0.947 1.377 0.469
N 1.001 0.422 0.052
H -0.160 1.844 0.897
H -1.895 1.698 0.334
H 1.474 1.016 0.719
H 1.526 -0.306 -0.412
C -2.440 4.755 3.373
O -1.323 4.913 2.982
N -3.092 3.622 3.334
N -3.086 5.827 3.840
H -2.849 2.742 2.903
H -4.025 3.869 3.629
H -2.636 6.729 3.906
H -3.827 5.592 4.485
C -2.253 -1.719 -4.302
O -1.703 -2.805 -4.055
N -2.992 -1.353 -5.314
N -2.373 -0.796 -3.357
H -3.749 -0.731 -5.072
H -3.117 -1.836 -6.192
H -2.037 -0.930 -2.414
H -2.879 0.060 -3.532
C 5.497 2.076 -0.006
O 5.986 1.755 -1.047
N 6.070 2.843 0.768
N 4.282 1.785 0.429
H 6.866 3.386 0.465
H 5.447 3.303 1.416
H 3.569 1.519 -0.235
H 3.876 1.940 1.340
```

Properties
gap between HOMO and LUMO (alpha / beta): 0.0792 / 0.3225 hartree
multiplicity: 2
energy relative to the best compared isomer or geometry (same formula, charge and spin): 21.07 kcal per mole
electronic energy: -3153.9382 Ha
net charge: -1
HOMO level (alpha / beta): -0.1179 / -6.7633 eV
LUMO (alpha / beta): 2.037 / 2.012 eV
⟨S²⟩: 0.750

---

Formula: C8H17NO2S
Source: OMol25
Level of theory: ωB97M-V/def2-TZVPD

```
29
Properties=species:S:1:pos:R:3
C -0.801 -3.285 2.376
N -0.139 -2.951 1.142
S -0.904 -1.903 0.100
O -0.079 -1.862 -1.070
O -2.256 -2.355 -0.028
C -0.961 -0.291 0.981
C -0.271 0.858 0.266
C 1.231 0.607 0.117
C 1.903 1.794 -0.570
C 1.272 2.038 -1.936
C -0.223 2.299 -1.790
C -0.902 1.116 -1.103
H -0.460 -4.260 2.724
H -0.641 -2.547 3.171
H -1.863 -3.341 2.145
H 0.853 -2.785 1.202
H -0.514 -0.473 1.956
H -2.026 -0.107 1.101
H -0.409 1.757 0.884
H 1.680 0.448 1.102
H 1.379 -0.290 -0.484
H 2.971 1.597 -0.681
H 1.790 2.688 0.049
H 1.755 2.888 -2.423
H 1.422 1.157 -2.563
H -0.378 3.205 -1.198
H -0.671 2.460 -2.771
H -1.969 1.316 -0.985
H -0.789 0.222 -1.716
```

Properties
gap between HOMO and LUMO: 0.4014 hartree
energy relative to the best compared isomer or geometry (same formula, charge and spin): 0.00 kcal per mole
electronic energy: -918.4422 Ha
HOMO level: -10.2583 eV
LUMO: 0.663 eV
SMILES: CNS(=O)(=O)CC1CCCCC1

---

Formula: C4H4S
Source: OMol25
Level of theory: ωB97M-V/def2-TZVPD

```
9
Properties=species:S:1:pos:R:3
C -1.565 -0.163 1.636
C -0.551 -0.071 0.976
C 0.765 -0.091 0.427
C 1.056 -0.030 -0.902
S 0.055 0.195 -2.242
H -2.526 0.201 1.733
H 1.625 0.006 1.123
H 2.192 0.181 -1.091
H -1.050 -0.227 -1.661
```

Properties
gap between HOMO and LUMO: 0.3323 hartree
energy relative to the best compared isomer or geometry (same formula, charge and spin): 63.53 kcal per mole
electronic energy: -552.8908 Ha
HOMO level: -8.5016 eV
LUMO: 0.541 eV
SMILES: C#C/C=C\S

---

Formula: C6H13N
Source: OMol25
Level of theory: ωB97M-V/def2-TZVPD

```
20
Properties=species:S:1:pos:R:3
C 2.523 -0.191 -0.753
C 0.347 1.245 -0.416
C -1.020 -0.344 1.561
C -2.444 -0.823 -0.223
C -0.422 0.230 -0.822
C -0.996 -0.759 0.184
N 3.567 0.551 -0.704
H 2.258 -0.504 0.321
H 0.789 1.976 -1.045
H 4.081 0.709 -1.465
H 0.419 1.441 0.649
H -0.009 -0.018 2.070
H -1.432 -1.245 2.013
H -1.653 0.583 1.734
H -2.580 -0.913 -1.281
H -3.017 0.085 0.030
H -3.004 -1.676 0.107
H -0.785 0.181 -1.884
H -0.493 -1.777 -0.026
H 3.871 1.247 -0.050
```

Properties
gap between HOMO and LUMO: 0.3241 hartree
energy relative to the best compared isomer or geometry (same formula, charge and spin): 103.72 kcal per mole
electronic energy: -290.9935 Ha
HOMO level: -7.8127 eV
LUMO: 1.008 eV